[1]
Here is 3 unconnected molecules or ions with the total composition CH4N2O3P at a distorted geometry from the Open Molecules 2025 dataset. Energies are from ωB97M-V/def2-TZVPD.

The geometry in XYZ format:
```
11
Properties=species:S:1:pos:R:3:forces:R:3:mulliken_charge:R:1
C -0.165261 -0.295453 -1.164873 3.2313 -2.1165 -3.0175 0.1091
N 0.153388 -0.258668 -2.290109 -0.5760 -0.0617 1.0175 -0.4928
N 1.316101 0.754830 0.983494 0.7233 -1.5258 -0.5859 -0.4978
O 1.700983 -1.918487 0.401674 -2.5598 2.5168 -0.2636 -0.6783
O -1.050905 1.496558 0.100920 -2.3535 -1.8074 4.5061 -0.7940
O -0.527615 -0.973139 1.515006 -0.2427 -0.4579 -0.1318 -0.6560
P 0.626588 -0.825665 0.610872 3.4661 -1.0430 1.6806 0.8121
H -1.346307 1.325071 1.374160 1.4207 0.4063 -6.1006 0.2879
H -0.862334 0.260805 -0.452887 -2.5749 4.3780 3.0997 0.4370
H 2.190243 0.882250 0.462374 -0.3056 -0.1095 0.3329 0.2386
H 1.527470 0.784036 1.988429 -0.2289 -0.1793 -0.5373 0.2343
```
Forces are in eV/Å.

Values from the calculation:
net charge	-1
HOMO energy	-4.98	eV
HOMO-LUMO gap	8.21	eV
E	-717.06698	Eh


[2]
Here is a single CH4N2OP4 molecule at a distorted geometry from the Open Molecules 2025 dataset. Energies are from ωB97M-V/def2-TZVPD.

The geometry in XYZ format:
```
12
Properties=species:S:1:pos:R:3:forces:R:3:mulliken_charge:R:1
N 1.118953 -3.475424 -0.205809 -1.1356 2.1980 -0.4521 -0.4489
P 1.660864 -2.009723 -0.124096 0.6990 -2.1032 0.3926 0.1982
P -0.099672 -0.734700 -0.500351 0.7009 1.4693 -0.2051 -0.0134
N 0.835983 0.828746 -0.126729 -0.2796 -0.9622 -1.5843 -0.2339
P -0.157587 2.268711 -0.078949 -0.3171 -0.7472 0.5880 -0.0757
P 2.357250 0.984041 -1.089316 -0.5736 -0.0727 -0.5320 -0.1367
C 3.052518 1.732405 0.259810 -1.3729 0.3153 1.9129 0.5520
O 3.003912 2.210691 1.313979 1.2279 -0.0512 -0.8598 -0.2904
H 1.478220 -4.398403 -0.197612 0.9075 -0.3925 0.2857 0.2472
H -0.542210 -0.909052 0.803008 -0.2770 -0.1776 0.6390 0.0941
H -0.657848 1.972779 1.228175 -0.0456 0.3767 -0.1431 0.0578
H -1.385473 1.751665 -0.643808 0.4661 0.1472 -0.0419 0.0497
```
Forces are in eV/Å.

Values from the calculation:
net charge	0
HOMO energy	-8.05	eV
SMILES	N=P#[PH]N(P)P=C=O
HOMO-LUMO gap	7.34	eV
E	-1590.55889	Eh


[3]
Here is a single CH4N2OS molecule at a distorted geometry from the Open Molecules 2025 dataset. Energies are from ωB97M-V/def2-TZVPD.

The geometry in XYZ format:
```
9
Properties=species:S:1:pos:R:3:forces:R:3:mulliken_charge:R:1
O -0.158009 1.905233 -0.900202 2.7423 -3.3157 -2.7174 -0.2865
N -0.814913 1.420042 0.132809 -1.9382 2.5140 0.8773 -0.2752
C -0.886551 0.230802 0.405127 2.8840 -4.5508 -0.3443 0.0694
N -0.160527 -1.050440 0.005208 0.6606 3.8205 -2.8384 -0.4203
S 1.513565 -1.144485 -0.689216 -1.8966 1.0803 2.8000 -0.1723
H 0.247190 1.009550 -1.308634 -0.5157 3.2037 0.3534 0.3030
H -1.464291 -0.005636 1.216372 -1.5711 -0.5723 1.9409 0.3262
H -0.360984 -1.745275 0.643355 -0.2497 -1.6327 1.4354 0.2725
H 2.084520 -0.619790 0.495180 -0.1157 -0.5470 -1.5070 0.1834
```
Forces are in eV/Å.

Values from the calculation:
net charge	0
HOMO energy	-9.24	eV
SMILES	O/N=C\NS
HOMO-LUMO gap	9.50	eV
E	-623.30946	Eh


[4]
Here is a single CH4N2OS molecule at a distorted geometry from the Open Molecules 2025 dataset. Energies are from ωB97M-V/def2-TZVPD.

The geometry in XYZ format:
```
9
Properties=species:S:1:pos:R:3:forces:R:3:mulliken_charge:R:1
C -1.560495 0.997706 1.236335 -2.2205 0.2101 2.1473 -0.2234
N -0.926663 0.392619 0.357947 0.9857 -0.6946 -0.4051 -0.2185
S -0.676928 -1.133016 -0.070225 0.3569 -0.3285 -0.3943 0.1785
O 0.404582 -0.861195 -1.287221 0.8693 -0.0842 -0.9614 -0.2173
N 1.786932 -0.776969 -0.891912 0.9528 -2.1190 0.8596 -0.4224
H -1.247458 2.039132 1.262465 -0.8160 0.2776 0.5561 0.2457
H -2.421701 0.579465 2.003190 2.2901 0.8628 -1.8849 0.1848
H 2.440983 -1.318996 -1.499222 -1.7742 -0.7519 0.2285 0.2374
H 2.200747 0.081255 -1.111358 -0.6441 2.6275 -0.1458 0.2352
```
Forces are in eV/Å.

Values from the calculation:
net charge	0
HOMO energy	-8.84	eV
SMILES	C=NSON
HOMO-LUMO gap	9.68	eV
E	-623.29751	Eh


[5]
Here is a molecular structure, CH4N2OS at a distorted geometry from the Open Molecules 2025 dataset. Energies are from ωB97M-V/def2-TZVPD.

The geometry in XYZ format:
```
9
Properties=species:S:1:pos:R:3:forces:R:3:mulliken_charge:R:1
C -1.356594 0.358074 0.167740 1.9522 4.5611 -0.0541 0.6406
N -0.920490 -0.778567 0.606367 -1.9153 -3.6827 -0.3560 -0.3161
N 0.269049 1.385809 0.310744 -5.0018 -0.7476 0.2069 -0.4777
O -2.309495 1.029954 -0.161566 1.6552 -2.2081 0.6583 -0.5059
S 1.591893 0.499049 0.183817 1.8269 0.1040 -2.6737 -0.2424
H 0.154440 -0.931785 0.674767 -1.8891 0.3845 -0.3305 0.2102
H -1.627409 -1.615559 0.495074 2.2429 2.0977 0.4840 0.2808
H -0.066687 2.148660 -0.285748 1.1516 -0.2492 0.1158 0.2647
H 1.734848 0.365343 -1.273790 -0.0226 -0.2596 1.9494 0.1459
```
Forces are in eV/Å.

Values from the calculation:
net charge	0
HOMO energy	-8.38	eV
HOMO-LUMO gap	8.94	eV
E	-623.36989	Eh


[6]
Here is a molecular structure, CH4N2OS at a distorted geometry from the Open Molecules 2025 dataset. Energies are from ωB97M-V/def2-TZVPD.

The geometry in XYZ format:
```
9
Properties=species:S:1:pos:R:3:forces:R:3:mulliken_charge:R:1
C -1.168064 -0.250752 0.180193 0.9440 0.0141 2.0065 -0.6997
N 2.127166 -0.724102 -0.069927 2.0736 0.9473 0.1209 0.1651
N -0.467260 1.015662 -0.217980 -1.2915 -1.5484 -2.4132 -0.2892
O 3.300333 -0.753443 -0.009375 -3.2024 0.5461 0.0917 -0.2205
S 0.982486 1.258576 0.498121 1.5617 -0.9162 -0.3063 -0.0828
H -1.961879 -0.470999 -0.458570 -1.3075 -0.0074 -1.4451 0.3608
H -0.530649 -1.206885 0.178691 -0.6104 1.7025 0.2693 0.2588
H -1.673040 -0.069688 1.179323 0.9760 -0.4300 -0.8877 0.2223
H -0.609095 1.201628 -1.280478 0.8566 -0.3081 2.5638 0.2853
```
Forces are in eV/Å.

Values from the calculation:
net charge	0
HOMO energy (spin up / spin down)	-7.77 / -7.75	eV
HOMO-LUMO gap (spin up / spin down)	7.25 / 7.30	eV
E	-623.29516	Eh


[7]
Here is a single CH4N2OS molecule at a distorted geometry from the Open Molecules 2025 dataset. Energies are from ωB97M-V/def2-TZVPD.

The geometry in XYZ format:
```
9
Properties=species:S:1:pos:R:3:forces:R:3:mulliken_charge:R:1
O -2.178888 -0.555501 -0.306962 -2.7190 -3.9706 2.5889 -0.3997
N -0.908316 -0.391476 -0.109645 8.1310 0.8164 1.0875 -0.2696
C -0.210080 0.708916 -0.141105 -4.2969 -1.5619 -1.6568 -0.1412
N 1.163703 0.831868 -0.216184 2.3122 0.2139 2.4842 -0.3176
S 2.173938 -0.671347 -0.269196 -2.7287 0.1482 1.9178 -0.1460
H -2.134065 -1.545344 0.256975 -1.5103 4.1023 -2.8362 0.4286
H -0.783390 1.566995 -0.467148 0.1694 0.9680 0.3437 0.3821
H 1.523928 1.536627 0.570103 -0.9016 -2.1235 -2.2749 0.3063
H 1.353169 -1.480739 0.683161 1.5438 1.4073 -1.6543 0.1572
```
Forces are in eV/Å.

Values from the calculation:
net charge	0
HOMO energy	-8.70	eV
SMILES	O/N=C/NS
HOMO-LUMO gap	9.31	eV
E	-623.28405	Eh


[8]
Here is 2 unconnected molecules or ions with the total composition CH4N2P2 at a distorted geometry from the Open Molecules 2025 dataset. Energies are from ωB97M-V/def2-TZVPD.

The geometry in XYZ format:
```
9
Properties=species:S:1:pos:R:3:forces:R:3:mulliken_charge:R:1
C 0.438076 -1.918853 -0.098187 0.6196 -0.1885 -0.1478 0.1457
N 1.625142 -2.226842 0.030087 2.2052 0.3746 1.1284 -0.5058
N -0.953851 0.469686 0.614345 0.8099 0.1800 -1.6562 -0.4665
P -1.117955 -1.940689 -0.874753 0.8634 0.3604 0.8778 0.0388
P -0.804180 -1.069320 1.153437 -1.0241 -0.2604 -0.0485 0.1683
H 2.410613 -1.724717 0.604341 -2.4760 -0.9537 -1.3717 0.2893
H -1.113654 1.299758 1.127755 -0.0529 0.6317 1.1263 0.2436
H -0.182185 0.639568 -0.299490 -0.5443 -0.5779 0.4655 -0.0798
H 0.553889 0.124643 -0.949064 -0.4007 0.4337 -0.3737 0.1665
```
Forces are in eV/Å.

Values from the calculation:
net charge	0
HOMO energy (spin up / spin down)	-7.84 / -8.24	eV
HOMO-LUMO gap (spin up / spin down)	6.23 / 6.58	eV
E	-832.50864	Eh